(1)
This record from the OMol25 dataset describes a molecular structure, C39H42As2IIrN5S2 at a distorted geometry. The level of theory is wB97M-V/def2-TZVPD.

Summary:
Energy relative to the best compared isomer or geometry (same formula, charge and spin) in kJ/mol: 22.6
LUMO (spin up / spin down) in eV: -11.99 / -14.43
Frontier orbital gap (spin up / spin down) in eV: 5.599 / 3.161
<S²>: 0.77

```
! RIJCOSX wB97M-V def2-TZVPD def2/J DEFGRID3
* xyz 4 2
Ir 0.54 -0.98 0.68
C 0.75 0.29 4.38
As 0.76 -1.26 3.19
C -0.48 -2.43 4.14
C 2.47 -2.12 3.51
C 2.64 -2.88 4.66
C 3.84 -3.53 4.90
C 4.88 -3.43 3.98
C 4.71 -2.69 2.82
C 3.52 -2.01 2.61
As 3.39 -0.75 1.13
C 4.98 -1.01 0.02
C 3.85 0.92 2.04
H 1.09 -0.03 5.36
H -0.27 0.67 4.47
H 1.40 1.09 4.02
H -0.42 -2.22 5.21
H -0.23 -3.47 3.98
H -1.51 -2.26 3.82
H 1.83 -2.97 5.38
H 3.96 -4.14 5.78
H 5.82 -3.93 4.16
H 5.52 -2.62 2.10
H 5.86 -0.79 0.62
H 4.94 -0.31 -0.81
H 5.04 -2.02 -0.38
H 4.77 0.76 2.60
H 3.06 1.22 2.72
H 4.01 1.71 1.31
S 0.72 -0.82 -1.67
C 0.46 0.84 -2.07
N 0.51 1.20 -3.35
C 0.66 2.61 -3.66
C -0.20 3.44 -2.72
N 0.14 3.11 -1.33
C 0.22 4.22 -0.38
C -1.11 4.92 -0.24
C -1.25 6.27 -0.62
C -2.43 6.92 -0.36
C -3.52 6.22 0.22
C -3.39 4.87 0.60
C -2.21 4.22 0.33
C 0.35 1.83 -1.02
S 0.45 1.36 0.63
C 0.33 0.29 -4.47
C -1.04 0.49 -5.08
C -2.17 0.30 -4.28
C -3.44 0.45 -4.82
C -3.59 0.82 -6.15
C -2.46 1.01 -6.95
C -1.19 0.85 -6.41
H 0.37 2.80 -4.69
H 1.72 2.89 -3.54
H -1.26 3.24 -2.91
H -0.02 4.50 -2.90
H 0.97 4.93 -0.74
H 0.55 3.84 0.58
H -0.42 6.80 -1.06
H -2.53 7.98 -0.60
H -4.48 6.72 0.35
H -4.21 4.35 1.07
H -2.10 3.17 0.60
H 0.45 -0.74 -4.14
H 1.10 0.50 -5.22
H -2.06 0.02 -3.24
H -4.31 0.28 -4.21
H -4.57 0.98 -6.56
H -2.58 1.28 -7.99
H -0.32 1.00 -7.05
N -2.43 -6.33 2.12
C -1.47 -5.87 1.69
C -0.32 -5.20 1.17
C 0.79 -5.87 0.65
C 1.84 -5.12 0.16
C 1.75 -3.74 0.18
N 0.69 -3.09 0.68
C -0.32 -3.81 1.17
H 0.82 -6.95 0.64
H 2.72 -5.60 -0.24
H 2.55 -3.13 -0.23
H -1.17 -3.27 1.57
I -2.00 -2.91 -1.74
C -2.76 -1.70 -0.18
C -4.14 -1.65 -0.05
C -4.68 -0.85 0.95
C -3.83 -0.13 1.77
C -2.47 -0.26 1.59
N -1.92 -1.03 0.64
H -4.77 -2.22 -0.70
H -5.76 -0.80 1.08
H -4.22 0.52 2.54
H -1.77 0.27 2.23
*
```

=====

(2)
This record from the OMol25 dataset describes a molecular structure, C9H23N4O8PRuS at a distorted geometry. The level of theory is wB97M-V/def2-TZVPD.

Summary:
Energy relative to the best compared isomer or geometry (same formula, charge and spin) in kJ/mol: 119.4
LUMO (spin up / spin down) in eV: -0.71 / -1.44
Frontier orbital gap (spin up / spin down) in eV: 8.515 / 8.000
<S²>: 6.02

```
! RIJCOSX wB97M-V def2-TZVPD def2/J DEFGRID3
* xyz 0 5
Ru 0.00 0.00 0.00
N 2.02 -0.09 0.52
N 2.39 -1.44 0.59
C 1.51 -2.55 0.34
N 2.05 -3.86 0.45
S -0.08 -2.41 -0.07
H 2.60 0.38 -0.21
H 2.17 0.35 1.46
H 3.37 -1.65 0.84
H 3.04 -4.01 0.71
H 1.46 -4.69 0.29
O 0.02 2.96 0.50
N -0.28 2.45 1.54
O -0.50 3.12 2.50
O -0.37 1.14 1.62
O -1.68 0.07 -0.43
C -0.90 3.53 -3.85
C -0.78 2.06 -4.24
C -1.09 1.92 -5.74
C -1.79 1.21 -3.46
O 0.55 1.57 -4.10
P 1.38 1.55 -2.71
O 2.63 0.73 -2.94
O 0.45 1.22 -1.57
O 1.77 3.12 -2.59
C 2.91 3.70 -3.20
C 2.68 5.22 -3.11
C 4.17 3.36 -2.40
C 3.07 3.32 -4.68
H -1.90 3.93 -4.08
H -0.17 4.14 -4.40
H -0.72 3.69 -2.79
H -2.10 2.28 -5.98
H -1.02 0.87 -6.05
H -0.37 2.47 -6.34
H -2.82 1.40 -3.81
H -1.78 1.44 -2.39
H -1.58 0.14 -3.57
H 2.54 5.53 -2.07
H 1.77 5.51 -3.65
H 3.52 5.78 -3.53
H 4.02 3.56 -1.34
H 5.04 3.94 -2.75
H 4.44 2.30 -2.48
H 2.14 3.53 -5.24
H 3.28 2.26 -4.82
H 3.88 3.88 -5.15
*
```

=====

(3)
This record from the OMol25 dataset describes a molecular structure, C21H25BrClFN2O10 at a distorted geometry. The level of theory is wB97M-V/def2-TZVPD.

Summary:
LUMO in eV: -1.66
Frontier orbital gap in eV: 8.179

```
! RIJCOSX wB97M-V def2-TZVPD def2/J DEFGRID3
* xyz 0 1
C -3.49 4.35 0.72
C -2.49 3.50 1.75
C -0.92 3.71 1.20
O -0.46 2.37 0.78
C 0.93 2.37 0.32
C 1.86 2.17 1.65
O 3.13 1.46 1.43
C 3.06 0.09 1.94
C 4.49 -0.73 1.94
O 4.66 -1.63 0.76
C 4.37 -3.04 1.14
C 4.08 -3.85 -0.29
C 1.52 3.65 -0.52
O 2.53 4.50 -0.27
N 0.67 3.67 -1.77
C 0.58 2.21 -2.19
Br -1.38 1.83 -2.58
C 1.59 2.16 -3.48
C 1.03 1.12 -4.63
O 1.14 -0.21 -4.44
Cl 0.28 1.88 -6.19
C 0.91 1.25 -0.87
F 2.12 0.46 -1.20
N -0.43 0.56 -0.68
C -0.25 -0.72 -0.13
O -0.02 -1.65 0.83
H -3.39 5.50 0.98
H -3.04 4.21 -0.38
H -4.61 4.00 0.79
H -2.81 2.36 1.60
H -2.61 3.85 2.87
H -0.33 4.16 2.11
H -1.00 4.49 0.33
H 1.19 1.71 2.50
H 2.15 3.26 2.03
H 2.31 -0.55 1.28
H 2.69 0.15 3.06
H 4.52 -1.46 2.88
H 5.44 -0.03 2.07
H 5.27 -3.55 1.70
H 3.40 -3.13 1.82
H 4.01 -3.04 -1.15
H 5.04 -4.53 -0.48
H 3.12 -4.51 -0.26
H -0.23 4.21 -1.72
H 1.57 3.25 -3.96
H 2.71 1.97 -3.18
C -2.60 -3.29 -0.01
C -2.86 -4.28 -0.86
C -4.22 -4.90 -0.92
O -4.44 -5.80 -1.72
C -5.25 -4.40 0.00
C -4.98 -3.40 0.85
C -3.63 -2.77 0.89
O -3.42 -1.84 1.67
O -5.94 -2.92 1.72
O -1.89 -4.78 -1.71
H -1.62 -2.83 0.04
H -6.22 -4.87 -0.04
H -5.50 -2.21 2.22
H -2.33 -5.49 -2.22
*
```

=====

(4)
This record from the OMol25 dataset describes a molecular structure, C18H16BF3LiN2O10 at a distorted geometry. The level of theory is wB97M-V/def2-TZVPD.

Summary:
Energy relative to the best compared isomer or geometry (same formula, charge and spin) in kJ/mol: 0.0
LUMO in eV: 2.17
Frontier orbital gap in eV: 7.560

```
! RIJCOSX wB97M-V def2-TZVPD def2/J DEFGRID3
* xyz -1 1
Li -0.18 -0.50 0.50
O -2.75 1.29 -2.59
C -2.54 2.20 -1.86
O -2.95 3.44 -1.99
B -2.55 4.27 -0.87
O -1.76 3.34 0.00
C -1.68 2.15 -0.56
O -1.14 1.19 -0.08
O -3.70 4.79 -0.10
C -3.53 6.09 0.08
O -4.26 6.82 0.65
C -2.22 6.48 -0.66
O -1.75 5.42 -1.27
O -1.83 7.61 -0.75
C -0.91 -2.19 2.48
O 0.12 -2.53 1.55
O -1.30 -0.95 2.18
C -2.03 -3.25 2.50
F -2.91 -3.01 3.48
F -2.67 -3.31 1.30
F -1.55 -4.52 2.71
C 1.11 -3.45 1.93
C 2.10 -3.61 0.79
H 2.56 -2.67 0.47
H 2.92 -4.29 1.06
H 1.62 -4.04 -0.09
H 0.73 -4.46 2.08
H 1.60 -3.15 2.86
H -0.48 -2.18 3.50
N 0.09 -1.29 -1.42
C 1.12 -1.58 -2.23
C 1.05 -1.96 -3.55
C -0.23 -2.14 -4.06
C -1.33 -1.98 -3.23
C -1.12 -1.58 -1.92
H 2.09 -1.38 -1.77
H 1.97 -1.92 -4.11
H -0.39 -2.56 -5.05
H -2.34 -2.15 -3.58
H -1.92 -1.56 -1.19
N 1.59 0.55 0.65
C 2.31 0.05 1.67
C 3.52 0.51 2.11
C 4.06 1.64 1.50
C 3.34 2.19 0.45
C 2.12 1.65 0.09
H 1.86 -0.83 2.13
H 4.01 0.04 2.95
H 4.94 2.13 1.89
H 3.75 3.09 0.00
H 1.47 2.12 -0.63
*
```

=====

In the order shown, the computed energy values come out to -7453.693447, -2012.012985, -4810.700127, -1889.821073 hartree.